C4H5IO | ωB97M-V with the def2-TZVPD basis set

```
11
Properties=species:S:1:pos:R:3:forces:R:3:mulliken_charge:R:1
C 1.543634 -1.519028 0.301890 -1.8 1.0 -0.7 0.121
C -0.495021 0.934847 -0.933443 -0.4 -1.4 1.0 -0.606
C -0.589416 1.036812 0.610170 -2.1 1.3 1.1 -0.464
C -0.363601 -0.257975 -0.016478 2.0 -2.0 -0.1 -0.023
O 2.117858 -1.444116 1.316913 -0.2 0.2 -0.2 -0.334
I -1.962171 -1.652029 -0.077676 0.3 0.2 0.1 0.035
H 1.827977 -2.240025 -0.545429 -0.7 0.8 0.6 0.318
H -1.321857 0.874753 -1.646459 0.5 0.6 0.2 0.280
H 0.480533 1.327723 -1.113690 0.1 0.4 -1.3 0.243
H 0.293139 1.610769 0.834710 0.1 -0.1 1.0 0.216
H -1.531075 1.328269 1.269492 2.0 -0.9 -1.7 0.215
```
Forces are in eV/Å.

Values from the calculation:
ΔE to the lowest compared entry with this formula, charge and spin: 89.01 kcal/mol
electronic energy: -14372.5546 eV
HOMO level (alpha / beta): -8.329 / -8.330 eV
Kohn-Sham gap (alpha / beta): 8.52 / 8.52 eV



C3H3N3O2 | ωB97M-V with the def2-TZVPD basis set

```
11
Properties=species:S:1:pos:R:3:forces:R:3:mulliken_charge:R:1
C 2.815183 -0.087569 -0.350336 -5.6 -1.3 -0.5 -0.258
N 1.590705 -0.590317 0.174473 3.6 1.9 0.4 -0.557
N 0.290971 -0.219717 -0.149447 3.6 -2.1 1.7 0.603
O 0.148162 0.815141 -1.069014 -3.5 -0.9 0.8 -0.316
C -1.263483 0.955973 -0.899982 4.2 -1.1 2.0 -0.019
N -1.836130 0.424766 0.070269 -1.1 -0.2 -0.6 -0.360
C -0.960200 -0.408665 0.708441 0.8 -0.4 3.0 0.403
O -1.239159 -1.009029 1.758332 2.2 1.2 -3.8 -0.506
H 2.572503 0.358443 -1.439384 1.6 -0.4 2.7 0.226
H 3.893341 -0.298130 0.181601 -3.4 0.2 -1.6 0.266
H -1.605682 1.429229 -1.672568 -2.5 3.2 -4.0 0.516
```
Forces are in eV/Å.

Values from the calculation:
ΔE to the lowest compared entry with this formula, charge and spin: 160.44 kcal/mol
electronic energy: -11718.9996 eV
HOMO level: -9.292 eV
SMILES string: C=Nn1ocnc1=O
Kohn-Sham gap: 8.88 eV



C4H9N | ωB97M-V with the def2-TZVPD basis set

```
14
Properties=species:S:1:pos:R:3:forces:R:3:mulliken_charge:R:1
C 0.547427 1.125511 -0.933819 0.8 -0.6 0.3 -0.916
C 0.334457 -1.091226 1.203182 0.3 -0.5 -1.5 -0.618
C -0.546218 0.664565 -0.129643 -0.2 -1.0 0.8 0.339
N -1.568792 0.000341 -0.763659 0.2 0.0 -0.1 -0.432
C -0.134610 0.257044 1.146451 -0.2 1.1 -0.3 -0.402
H -1.551608 -0.103251 -1.764941 0.1 0.0 0.0 0.190
H -2.021867 -0.758264 -0.281439 -0.1 0.1 0.2 0.227
H 0.482555 0.974687 1.674171 0.3 0.1 -0.2 0.289
H 1.236510 1.798831 -0.436068 0.0 0.1 0.2 0.323
H 0.304984 1.503145 -1.925106 0.3 -0.5 -0.3 0.373
H 1.225194 -0.085774 -0.857604 -1.1 2.0 -0.7 0.082
H 1.146273 -1.054519 0.020654 -0.8 -0.6 1.9 0.024
H 0.933133 -1.359957 2.067558 0.1 0.0 -0.1 0.296
H -0.387439 -1.871133 0.980262 0.2 -0.2 -0.2 0.226
```
Forces are in eV/Å.

Values from the calculation:
ΔE to the lowest compared entry with this formula, charge and spin: 86.17 kcal/mol
electronic energy: -5780.0752 eV
HOMO level: -7.228 eV
Kohn-Sham gap: 8.27 eV



C21H29N3O5S | ωB97M-V with the def2-TZVPD basis set

```
59
Properties=species:S:1:pos:R:3:forces:R:3:mulliken_charge:R:1
C -1.528567 -4.150979 -0.613989 -0.3 -0.4 0.2 -0.752
O -0.456192 -3.223441 -0.729580 0.2 0.3 -0.2 -0.250
C 0.572233 -3.356669 0.112743 0.0 -0.2 0.2 0.483
O 0.661276 -4.208073 0.969140 0.1 0.1 -0.1 -0.667
C 1.592378 -2.332604 -0.098111 -0.1 0.4 -0.5 -0.380
C 1.673146 -1.255029 -0.960975 -0.2 -0.5 0.2 -0.239
C 2.873260 -0.594096 -0.666060 0.5 0.4 -0.1 -0.057
S 3.478886 0.885564 -1.431690 -0.5 -0.3 0.0 1.351
O 3.606069 0.644598 -2.839450 -0.3 0.0 0.1 -0.718
O 4.618028 1.334087 -0.684625 -0.2 0.0 0.2 -0.706
N 2.202066 1.929423 -1.221689 0.7 -0.5 -0.4 -0.197
C 2.296051 3.022191 -0.274820 0.0 0.3 0.8 -1.603
C 1.382273 2.809109 0.944055 0.1 -0.2 -0.3 0.508
C -0.049258 2.483634 0.512869 0.0 0.1 0.4 -0.541
C -0.921013 2.139835 1.727796 -0.2 0.1 -0.3 -0.914
N -0.387485 1.067639 2.547201 0.0 -0.1 0.2 0.186
C -0.475256 -0.254872 1.953255 -0.3 -0.1 0.2 0.162
C -1.899754 -0.828797 2.025413 0.3 0.0 -0.1 -1.756
C -2.818351 -0.339795 0.941136 -0.2 -0.1 0.2 -0.203
C -4.002173 0.316639 1.243148 0.2 -0.2 0.0 -0.614
C -4.857426 0.767171 0.250421 -0.3 0.2 -0.3 -0.577
C -4.535690 0.562671 -1.085373 0.1 0.0 0.0 0.680
O -5.294255 0.961731 -2.146875 0.3 -0.2 0.0 -0.459
C -6.502346 1.633912 -1.892128 -0.2 0.1 0.0 -0.870
C -3.351569 -0.105380 -1.399543 -0.2 0.1 -0.1 -1.018
C -2.512333 -0.550441 -0.401413 -0.1 0.1 0.0 0.413
C 0.947429 1.416132 2.992490 0.3 -0.1 -0.1 -1.595
C 1.919678 1.692050 1.838683 -0.3 0.2 0.2 0.288
C 3.491647 -1.283099 0.356058 0.3 0.4 -0.1 -0.398
N 2.710158 -2.324341 0.689975 -0.1 -0.2 0.1 0.083
H -1.532225 -4.793358 -1.495234 0.0 0.1 0.0 0.271
H -2.455638 -3.580084 -0.565429 0.1 0.0 0.0 0.241
H -1.402532 -4.756120 0.285524 -0.1 0.1 -0.1 0.349
H 0.963326 -0.979500 -1.712992 -0.2 0.0 -0.1 0.631
H 1.767006 2.144385 -2.101385 0.0 -0.1 -0.3 0.328
H 3.337121 3.074156 0.056893 -0.1 0.2 0.0 0.539
H 2.039388 3.963114 -0.768353 0.1 -0.1 -0.1 0.490
H 1.376129 3.742568 1.519244 0.0 0.0 0.0 0.327
H -0.486204 3.333220 -0.014910 -0.1 0.0 -0.1 0.595
H -0.030425 1.636927 -0.174476 0.0 0.0 -0.1 0.038
H -1.922206 1.863756 1.397676 0.0 0.2 0.1 0.253
H -1.004826 3.021462 2.372286 -0.1 0.0 0.0 0.475
H 0.177641 -0.909885 2.537057 0.1 0.0 -0.1 0.678
H -0.126689 -0.283057 0.911277 0.1 -0.1 0.0 -0.256
H -2.317628 -0.587058 3.003249 0.0 -0.1 0.0 0.395
H -1.819216 -1.916980 1.949611 0.0 -0.1 0.0 0.432
H -4.265930 0.488343 2.277086 0.0 0.0 0.1 0.360
H -5.766667 1.273656 0.533998 -0.1 0.1 0.0 0.424
H -6.335613 2.572455 -1.353141 0.0 0.0 0.0 0.343
H -6.930285 1.852511 -2.869282 0.0 0.0 0.1 0.244
H -7.199610 1.008549 -1.324744 0.0 0.0 0.0 0.345
H -3.115798 -0.266839 -2.439739 0.0 0.0 -0.1 0.488
H -1.607424 -1.075439 -0.669090 0.1 -0.1 0.0 0.660
H 1.328867 0.609755 3.623892 0.0 0.0 0.0 0.572
H 0.857317 2.314772 3.611715 0.1 0.0 0.1 0.401
H 2.045947 0.788686 1.242216 0.0 -0.1 0.0 -0.608
H 2.896999 1.970970 2.235739 0.1 0.0 0.0 0.605
H 4.423411 -1.065390 0.837007 0.2 0.0 0.2 0.518
H 2.881892 -3.021386 1.399469 0.0 0.1 0.0 0.215
```
Forces are in eV/Å.

Values from the calculation:
ΔE to the lowest compared entry with this formula, charge and spin: 55.45 kcal/mol
electronic energy: -47790.5222 eV
HOMO level: -8.067 eV
SMILES string: COC(=O)c1cc(S(=O)(=O)NCC2CCN(CCc3ccc(OC)cc3)CC2)c[nH]1
Kohn-Sham gap: 8.67 eV



C9H36F2N19O13S2 | ωB97M-V with the def2-TZVPD basis set

```
81
Properties=species:S:1:pos:R:3:forces:R:3:mulliken_charge:R:1
N -34.263260 39.165670 -12.692800 -7.5 -4.3 -2.2 -0.022
S -33.457660 40.328610 -12.491410 9.8 7.8 2.4 0.904
O -33.815380 41.283020 -11.430840 -0.3 -1.0 -2.1 -0.593
O -32.754760 40.801270 -13.689600 -1.3 0.1 1.6 -0.614
F -32.231240 39.570720 -11.746040 -0.1 -0.3 0.1 -0.339
S -35.666750 39.902210 -13.281690 -2.9 -1.0 -0.8 1.035
O -35.583040 40.974220 -14.264540 0.5 -1.5 1.8 -0.543
O -36.698770 39.971450 -12.265130 1.6 0.0 -1.0 -0.558
F -36.111920 38.656160 -14.185250 0.2 0.2 0.3 -0.282
C -40.219190 44.004880 -17.121730 -0.6 0.0 -0.8 0.617
O -41.316990 44.395350 -17.242020 -4.8 1.7 -0.3 -0.623
N -39.164820 44.707890 -17.393280 4.2 4.1 -0.8 -0.421
N -39.849440 42.800810 -16.879140 1.6 -5.4 1.5 -0.301
H -39.269590 45.706460 -17.502750 0.1 -0.2 0.2 0.220
H -38.282720 44.359580 -17.045880 0.0 0.7 -0.2 0.176
H -38.843360 42.729640 -16.825810 -0.5 -1.3 0.1 0.127
H -40.421170 41.978460 -17.009360 0.1 0.4 0.3 0.211
C -32.114180 34.265230 -13.679430 0.3 -7.1 -3.6 0.620
O -31.764590 33.084740 -13.858810 1.0 0.5 0.0 -0.730
N -32.800090 34.925510 -14.502980 -3.0 2.9 -5.6 -0.336
N -32.069440 34.869190 -12.613390 2.5 2.6 9.6 -0.346
H -33.159310 35.776180 -14.093820 -0.2 0.3 -1.6 0.163
H -32.605700 34.706610 -15.469630 -0.8 0.6 0.0 0.219
H -31.489330 34.313970 -12.000780 -0.2 0.8 1.1 0.208
H -32.252010 35.854080 -12.483850 0.4 -0.4 0.2 0.203
C -30.911650 36.260130 -5.741320 -3.1 -0.9 7.2 0.703
O -31.141990 36.760440 -4.660410 -0.1 0.5 1.5 -0.685
N -31.169610 35.079140 -6.116200 -3.3 -9.4 0.5 -0.428
N -30.459140 36.775600 -6.728670 5.8 8.3 -8.9 -0.309
H -31.807140 34.503580 -5.584800 0.3 0.0 0.0 0.205
H -30.823810 34.663860 -6.969470 -0.2 0.1 0.5 0.145
H -29.948480 37.630240 -6.558600 0.0 0.1 -0.9 0.219
H -30.481900 36.253220 -7.592790 0.6 1.3 0.0 0.151
C -36.662750 35.370290 -9.406010 0.3 -1.2 4.5 0.613
O -36.993610 34.749910 -8.435630 -0.8 -1.4 3.3 -0.713
N -37.162580 35.164000 -10.518810 -2.5 0.1 -8.6 -0.262
N -35.702130 36.243130 -9.373860 3.9 3.3 1.4 -0.331
H -37.946220 34.590920 -10.797400 0.4 0.2 0.6 0.198
H -36.722990 35.778120 -11.189410 -0.9 -0.5 -1.0 0.142
H -35.272080 36.335480 -8.464670 -0.1 0.1 -0.2 0.185
H -35.373760 36.891010 -10.075660 -0.4 -0.3 -0.1 0.167
C -36.984720 46.091610 -12.564180 -2.5 -3.1 -0.2 0.681
O -37.809660 45.223610 -12.557710 -2.4 -2.8 0.8 -0.694
N -37.237030 47.130560 -13.255250 -0.2 5.9 -3.3 -0.387
N -35.862080 45.988850 -11.966580 4.9 0.5 2.3 -0.354
H -38.104910 47.193420 -13.768020 0.3 -0.2 0.2 0.225
H -36.543840 47.848570 -13.410300 -0.3 0.0 0.0 0.146
H -35.158900 46.672650 -12.207530 0.2 -0.5 0.6 0.155
H -35.664720 45.208890 -11.355990 0.0 0.2 -0.4 0.224
C -42.077300 37.126230 -7.495060 -1.7 -1.8 -3.2 0.697
O -43.188930 36.938000 -7.961060 -1.5 1.6 0.3 -0.656
N -41.521240 36.205510 -6.759200 1.2 -2.5 3.7 -0.465
N -41.150650 37.921960 -7.958480 2.3 3.4 -1.4 -0.393
H -42.189480 35.573260 -6.342300 0.7 -0.4 -0.2 0.225
H -40.578180 35.960210 -7.024870 -0.3 -0.6 0.7 0.182
H -40.219920 37.827030 -7.577910 -0.3 0.4 -0.2 0.206
H -41.249800 38.473940 -8.798470 -0.3 -0.2 0.3 0.204
C -32.373010 46.385460 -18.638900 3.3 3.4 -1.8 0.657
O -31.255340 46.837210 -18.451140 0.7 0.6 0.8 -0.666
N -33.319510 47.053290 -19.262740 -3.6 1.7 -1.6 -0.390
N -32.672240 45.170460 -18.422230 -1.0 -5.5 2.1 -0.369
H -34.223910 46.604070 -19.281510 0.1 0.3 -0.2 0.159
H -33.225910 47.818430 -19.915360 0.6 -0.2 0.6 0.211
H -33.449450 44.688850 -18.851310 0.3 0.0 0.4 0.188
H -32.045660 44.719450 -17.771020 -0.3 -0.5 -0.3 0.209
C -36.667340 42.446510 -6.494740 1.4 0.8 1.2 0.637
O -36.724930 42.824550 -5.367790 -1.6 1.3 3.6 -0.666
N -35.670690 41.695210 -6.830790 3.7 -3.9 -1.9 -0.366
N -37.365920 42.889620 -7.484920 -3.6 2.0 -3.6 -0.365
H -35.582920 41.310350 -7.760460 0.0 0.0 0.2 0.158
H -35.137650 41.227340 -6.111720 -0.3 0.3 -0.1 0.214
H -37.197530 42.684680 -8.459460 0.1 -0.2 0.4 0.178
H -37.989730 43.668330 -7.328150 0.1 -0.3 0.2 0.214
C -30.075230 40.246680 -19.532650 -1.2 -1.6 -2.4 0.673
O -30.308280 39.704420 -20.591390 0.6 -0.3 -2.2 -0.681
N -29.173390 41.191150 -19.365950 2.6 2.0 -0.3 -0.393
N -30.782730 39.883550 -18.514820 -1.1 0.3 4.3 -0.351
H -28.967550 41.723800 -18.532870 -0.2 -0.4 -0.1 0.191
H -28.496030 41.208310 -20.114940 -0.1 0.4 0.2 0.222
H -31.502100 39.176210 -18.562750 0.4 0.4 0.0 0.194
H -30.455380 40.313020 -17.661300 -0.9 -0.7 0.5 0.147
```
Forces are in eV/Å.

Values from the calculation:
ΔE to the lowest compared entry with this formula, charge and spin: 268.12 kcal/mol
electronic energy: -91953.3649 eV
HOMO level: -7.801 eV
net charge: -1
Kohn-Sham gap: 9.14 eV